{"formula": "C23H24N6PdS", "method": "ωB97M-V/def2-TZVPD", "species": ["Pd", "C", "C", "C", "C", "N", "C", "C", "C", "C", "C", "C", "N", "H", "H", "H", "H", "H", "H", "H", "H", "N", "C", "N", "C", "C", "C", "C", "C", "C", "S", "H", "H", "H", "H", "H", "H", "N", "C", "N", "C", "C", "C", "C", "C", "H", "H", "H", "H", "H", "H", "H", "H", "H", "H"], "positions_angstrom": [[-0.694371, -0.211938, 0.072304], [-3.086507, -3.789393, 1.550366], [-2.887740, -4.678411, 0.502981], [-1.835728, -4.456129, -0.366271], [-1.015317, -3.352717, -0.156122], [-1.205243, -2.493531, 0.848058], [-2.224142, -2.713721, 1.677806], [0.116161, -3.020001, -1.042872], [0.924753, -3.999793, -1.609319], [2.002907, -3.618394, -2.385577], [2.245326, -2.265645, -2.570503], [1.388359, -1.353780, -1.979174], [0.336357, -1.712776, -1.239277], [-3.897543, -3.926339, 2.252916], [-3.550509, -5.522182, 0.361321], [-1.667402, -5.109644, -1.212624], [-2.352858, -1.988517, 2.472668], [0.725072, -5.044509, -1.410982], [2.654560, -4.361684, -2.826396], [3.080924, -1.920000, -3.163456], [1.534892, -0.287202, -2.096253], [1.604682, 0.871417, 2.085300], [1.903320, 1.856971, 1.218856], [1.463379, 1.906394, 0.008787], [1.944892, 3.019539, -0.652463], [1.627474, 3.377351, -1.959688], [2.156279, 4.544782, -2.487605], [2.994102, 5.362341, -1.731290], [3.317861, 5.026278, -0.423612], [2.786837, 3.858061, 0.099664], [2.974323, 3.190068, 1.701732], [0.857738, 0.227114, 1.790644], [1.864912, 0.925283, 3.051784], [0.965251, 2.737366, -2.529454], [1.913833, 4.829796, -3.503514], [3.396542, 6.269527, -2.163511], [3.964546, 5.659237, 0.170050], [-1.913712, 1.344348, 0.780975], [-1.747955, 2.397761, 1.235599], [-1.542291, 3.600003, 1.737243], [-0.721973, 4.574207, 1.008097], [-1.524586, 5.835563, 0.717693], [-2.198581, 6.396730, 1.992241], [-1.983750, 5.489497, 3.206165], [-2.341921, 4.047759, 2.885237], [-0.390814, 4.105543, 0.084931], [0.171773, 4.807344, 1.592997], [-2.278840, 5.597772, -0.034279], [-0.855580, 6.572723, 0.270947], [-3.272272, 6.500351, 1.822401], [-1.822723, 7.394907, 2.218512], [-2.598152, 5.824845, 4.042271], [-0.944077, 5.537447, 3.539095], [-3.407866, 3.972932, 2.647325], [-2.145697, 3.400395, 3.742414]], "forces_ev_per_a": [[-0.419, -0.186, -0.173], [-0.019, -0.002, -0.011], [-0.012, 0.010, 0.020], [0.012, -0.042, -0.067], [-0.094, 0.048, 0.108], [-0.032, -0.110, 0.249], [-0.038, -0.084, -0.045], [0.140, 0.045, -0.134], [-0.023, -0.044, 0.001], [0.022, -0.010, -0.015], [-0.029, 0.008, 0.000], [0.015, 0.014, -0.092], [0.123, 0.197, 0.242], [0.009, 0.016, 0.005], [0.006, 0.000, -0.007], [0.007, 0.011, 0.009], [0.024, 0.005, 0.008], [-0.003, 0.008, -0.001], [-0.010, -0.007, 0.005], [-0.009, 0.016, 0.010], [-0.008, 0.002, 0.028], [-0.147, -0.224, -0.071], [0.121, 0.163, 0.128], [0.030, -0.043, -0.239], [0.058, 0.130, 0.156], [-0.004, -0.023, -0.022], [-0.035, -0.048, -0.006], [0.059, 0.053, 0.064], [-0.044, -0.039, -0.054], [-0.012, -0.020, 0.027], [-0.071, -0.077, -0.017], [0.097, 0.113, -0.054], [-0.006, 0.070, -0.003], [0.009, 0.025, -0.020], [-0.005, -0.014, 0.006], [-0.008, -0.016, 0.002], [0.001, 0.011, -0.015], [0.335, 0.033, -0.046], [0.014, 0.054, 0.014], [-0.094, -0.032, 0.064], [-0.047, 0.063, -0.055], [-0.003, -0.015, 0.023], [0.021, -0.046, 0.013], [0.005, 0.018, -0.050], [0.039, 0.032, 0.031], [0.025, -0.034, -0.002], [0.020, -0.029, 0.003], [-0.006, 0.001, 0.004], [-0.008, 0.005, -0.005], [-0.004, 0.015, -0.001], [-0.001, 0.008, -0.003], [0.006, -0.003, 0.015], [-0.003, 0.005, 0.006], [-0.004, 0.001, -0.024], [0.002, -0.032, -0.010]], "max_force_ha_per_bohr": 0.010, "relative_energy_kj_mol": 0.00}

---

{"formula": "C23H24NO", "method": "ωB97M-V/def2-TZVPD", "species": ["C", "C", "C", "N", "H", "H", "H", "H", "H", "H", "H", "C", "C", "C", "C", "C", "C", "C", "C", "C", "C", "O", "C", "C", "C", "C", "C", "C", "C", "C", "C", "C", "H", "H", "H", "H", "H", "H", "H", "H", "H", "H", "H", "H", "H", "H", "H", "H", "H"], "positions_angstrom": [[-1.843252, 0.506261, 3.210116], [-0.659922, 0.057502, 3.645296], [0.322297, -0.569856, 2.681455], [1.814991, -0.280774, 2.896315], [-2.623467, 0.905224, 3.870791], [-2.095922, 0.482321, 2.140151], [-0.400704, 0.044340, 4.715619], [0.222534, -1.667809, 2.666852], [0.085230, -0.190345, 1.677153], [1.908661, 0.626139, 3.367361], [2.224361, -0.990508, 3.503695], [5.095747, -5.541198, 0.656521], [4.761731, -4.105556, 0.884891], [3.421006, -3.702820, 0.859133], [3.059423, -2.390336, 1.097301], [4.001113, -1.410047, 1.445392], [3.446469, -0.073149, 1.771696], [4.392632, 1.012934, 2.146770], [5.674067, 0.825183, 2.739201], [6.509456, 1.903540, 3.023485], [6.074990, 3.199560, 2.752990], [6.885341, 4.288908, 3.081071], [7.764954, 4.755065, 2.100397], [7.463550, 5.974599, 1.483273], [8.282757, 6.409668, 0.436420], [9.414487, 5.675767, 0.073011], [9.717789, 4.479668, 0.729113], [8.887750, 3.995735, 1.751371], [4.819741, 3.414778, 2.172720], [4.028491, 2.336792, 1.842239], [5.373477, -1.781609, 1.286410], [5.736129, -3.110059, 1.045302], [6.134699, -5.768603, 0.893548], [4.458719, -6.197143, 1.258356], [4.919756, -5.822000, -0.389106], [2.652702, -4.467804, 0.670350], [2.002311, -2.104486, 0.995629], [2.730498, 0.271749, 1.027571], [6.049756, -0.166117, 3.000751], [7.486596, 1.762276, 3.509227], [6.586929, 6.527404, 1.820108], [8.029933, 7.343727, -0.061328], [10.071436, 6.046529, -0.722244], [10.612864, 3.910818, 0.470767], [9.094873, 3.060654, 2.278148], [4.484397, 4.451869, 2.030898], [3.075397, 2.522188, 1.337632], [6.187463, -1.051854, 1.308992], [6.795033, -3.401002, 0.988743]], "forces_ev_per_a": [[0.279, 0.003, 0.002], [-0.054, 0.122, 0.247], [0.584, -0.144, -1.132], [0.564, 0.332, 1.479], [0.518, -0.271, -0.184], [0.169, 0.031, 0.484], [-0.205, 0.037, -0.503], [0.093, 0.424, 0.029], [0.031, -0.272, 0.175], [-0.065, -0.367, 0.036], [-0.302, 0.197, 0.245], [0.101, -0.428, -0.078], [-0.140, 0.582, -0.031], [-0.200, -0.356, -0.007], [-0.382, -0.180, 0.073], [0.041, -0.719, -0.339], [0.795, 0.626, -2.171], [-0.018, -0.065, 0.680], [-0.219, -0.087, 0.390], [-0.023, -0.158, 0.139], [0.529, 0.629, -0.189], [-0.812, -0.847, 0.230], [0.142, -0.031, -0.674], [0.304, -0.667, -0.090], [-0.041, -0.014, 0.456], [0.021, -0.016, -0.058], [-0.150, -0.096, 0.330], [-0.255, 0.574, -0.209], [0.340, 0.662, 0.189], [-0.638, -0.034, 0.030], [-0.201, 0.096, 0.344], [-0.284, -0.071, -0.009], [-0.028, 0.053, -0.018], [0.080, 0.138, -0.021], [0.061, 0.115, 0.126], [0.331, 0.499, 0.003], [0.455, -0.188, 0.289], [0.365, -0.014, -0.043], [-0.401, 0.419, 0.086], [-0.590, -0.015, -0.340], [0.243, -0.089, -0.175], [0.179, -0.198, 0.031], [-0.314, -0.204, 0.346], [-0.274, 0.225, -0.018], [0.004, 0.360, -0.251], [0.191, -0.598, -0.157], [0.223, -0.057, 0.230], [-0.531, -0.274, 0.062], [-0.517, 0.335, -0.033]], "max_force_ha_per_bohr": 0.047, "relative_energy_kj_mol": 299.62, "charge": 1}

---

{"formula": "C23H24NP2PbS", "method": "ωB97M-V/def2-TZVPD", "species": ["Pb", "S", "C", "C", "C", "C", "C", "C", "N", "C", "C", "C", "C", "C", "C", "C", "H", "H", "H", "H", "H", "H", "H", "H", "C", "P", "C", "C", "C", "C", "C", "C", "C", "P", "C", "C", "H", "H", "H", "H", "H", "H", "H", "H", "H", "H", "H", "H", "H", "H", "H", "H"], "positions_angstrom": [[-0.130715, 0.193122, 0.686990], [4.272050, -0.170856, 1.699085], [4.262392, -0.260744, -0.038672], [5.346420, -0.410324, -0.903339], [5.076276, -0.472887, -2.253786], [3.762427, -0.394012, -2.742306], [2.690769, -0.244186, -1.887240], [2.959010, -0.175842, -0.523018], [2.034777, -0.022729, 0.514442], [2.585594, -0.020940, 1.720407], [1.747360, 0.081826, 2.923199], [2.264224, 0.081342, 4.215584], [1.405252, 0.138904, 5.305529], [0.030891, 0.194943, 5.126223], [-0.521336, 0.197378, 3.844212], [0.358242, 0.157201, 2.781649], [6.359850, -0.479688, -0.531606], [5.893273, -0.593471, -2.951841], [3.592064, -0.461969, -3.808151], [1.673760, -0.211436, -2.266485], [3.334030, 0.027024, 4.380381], [1.816022, 0.128249, 6.305897], [-0.625088, 0.228636, 5.986171], [-1.594505, 0.230725, 3.718727], [-3.404304, 0.248017, 0.387213], [-2.145538, -0.135512, -0.850522], [-2.535104, -1.709786, -1.609796], [-2.019027, 1.198342, -2.040245], [-2.735835, 1.045267, -3.227513], [-2.766740, 2.074553, -4.160631], [-2.067634, 3.246622, -3.926299], [-1.329325, 3.399895, -2.757161], [-1.295736, 2.391873, -1.800727], [-0.284227, 2.643623, -0.324570], [-1.037025, 3.906667, 0.722916], [1.329401, 3.266338, -0.845797], [-4.354045, 0.385796, -0.137363], [-3.179218, 1.174895, 0.917971], [-3.508033, -0.576149, 1.095553], [-3.577259, -1.668245, -1.937290], [-2.437425, -2.504673, -0.869270], [-1.881726, -1.915025, -2.456841], [-3.282068, 0.135382, -3.440669], [-3.337373, 1.953054, -5.071723], [-2.085770, 4.044738, -4.656752], [-0.774763, 4.318838, -2.608270], [-1.201661, 4.794141, 0.107879], [-0.362366, 4.156678, 1.542588], [-1.993294, 3.579081, 1.129166], [1.240608, 4.320860, -1.113138], [1.696699, 2.700200, -1.701322], [2.043346, 3.178861, -0.025338]], "forces_ev_per_a": [[-0.126, 0.678, 0.078], [0.052, 0.002, -0.003], [0.099, -0.005, -0.019], [-0.036, 0.005, 0.036], [-0.016, 0.000, -0.045], [0.037, -0.002, -0.005], [0.003, -0.021, 0.020], [-0.122, 0.076, 0.122], [0.104, -0.289, -0.266], [-0.014, -0.009, 0.029], [-0.038, 0.002, 0.163], [0.071, -0.014, -0.037], [-0.010, -0.003, -0.018], [-0.080, -0.003, 0.030], [0.255, 0.058, 0.084], [-0.076, -0.218, -0.038], [-0.005, 0.000, -0.001], [-0.005, 0.000, -0.001], [0.008, 0.000, 0.004], [0.009, 0.025, 0.003], [-0.004, 0.000, -0.006], [-0.004, 0.010, 0.002], [0.003, -0.006, -0.001], [-0.001, -0.001, -0.016], [-0.122, -0.037, -0.099], [-0.141, -0.082, 0.037], [0.074, -0.050, 0.004], [0.140, 0.080, -0.046], [0.007, 0.044, 0.043], [0.003, 0.008, -0.016], [-0.002, 0.004, -0.013], [-0.002, -0.021, -0.014], [-0.126, -0.163, -0.002], [0.116, 0.013, -0.051], [-0.055, -0.054, 0.007], [0.019, -0.027, 0.024], [-0.013, -0.002, 0.020], [0.020, -0.007, -0.017], [0.007, 0.004, -0.005], [0.007, -0.039, -0.032], [-0.023, 0.002, 0.003], [0.001, 0.014, -0.002], [-0.005, 0.002, 0.014], [0.013, -0.009, -0.004], [-0.006, 0.002, 0.009], [-0.008, 0.004, 0.014], [0.002, 0.028, 0.036], [0.009, -0.009, -0.006], [-0.002, 0.004, -0.015], [0.009, -0.005, -0.028], [0.002, -0.017, 0.006], [-0.027, 0.029, 0.019]], "max_force_ha_per_bohr": 0.013, "relative_energy_kj_mol": 0.00, "charge": 3}

---

{"formula": "C23H25AgO2S2", "method": "ωB97M-V/def2-TZVPD", "species": ["Ag", "O", "S", "C", "C", "C", "C", "S", "O", "C", "C", "C", "C", "C", "C", "C", "C", "C", "C", "C", "C", "H", "H", "H", "H", "H", "H", "H", "H", "H", "H", "H", "H", "H", "H", "H", "H", "H", "H", "C", "C", "C", "C", "C", "C", "C", "H", "H", "H", "H", "H", "H", "H"], "positions_angstrom": [[1.327472, -0.472244, -2.444693], [-0.193444, -2.307448, -2.091221], [-1.223141, -3.331847, -1.758697], [-2.796547, -2.476469, -1.430683], [-2.881043, -1.544641, -0.230719], [-2.046553, -0.268255, -0.357062], [-2.663668, 0.706139, -1.343549], [-1.541095, 2.031482, -1.850714], [-0.279448, 1.350884, -2.261452], [-1.225550, 2.702290, -0.217011], [-2.237209, 3.390658, 0.443530], [-1.995518, 3.895663, 1.709594], [-0.748620, 3.717658, 2.297049], [0.255357, 3.047834, 1.618463], [0.027112, 2.534524, 0.347163], [-0.856053, -3.844280, -0.081550], [0.161449, -3.202915, 0.604888], [0.439532, -3.591726, 1.908659], [-0.291762, -4.606546, 2.504909], [-1.300311, -5.250759, 1.798893], [-1.582757, -4.874829, 0.496210], [-3.529925, -3.282551, -1.362200], [-2.985919, -1.960254, -2.375154], [-2.592509, -2.088469, 0.671866], [-3.936118, -1.281487, -0.098437], [-1.034279, -0.510437, -0.685180], [-1.960673, 0.210729, 0.621183], [-3.570761, 1.178160, -0.961371], [-2.918076, 0.223723, -2.291099], [-3.200668, 3.540112, -0.028031], [-2.774648, 4.430930, 2.235675], [-0.560295, 4.111950, 3.286850], [1.231075, 2.922743, 2.064151], [0.806712, 2.012697, -0.194981], [0.725669, -2.421148, 0.112512], [1.232400, -3.099952, 2.454834], [-0.070715, -4.905715, 3.520389], [-1.860143, -6.051857, 2.261861], [-2.356093, -5.384880, -0.064674], [3.419258, -0.072607, -2.153551], [3.510906, 1.062341, -1.218879], [3.395051, 2.392993, -1.649032], [3.499971, 3.454182, -0.768982], [3.711701, 3.235501, 0.586316], [3.803869, 1.925652, 1.040385], [3.706215, 0.864179, 0.157140], [3.897324, -0.964077, -1.744022], [3.854377, 0.155068, -3.126592], [3.218826, 2.585766, -2.700700], [3.416841, 4.466810, -1.144908], [3.803350, 4.068952, 1.271529], [3.973492, 1.726712, 2.092603], [3.795599, -0.150963, 0.528485]], "forces_ev_per_a": [[0.205, -0.113, 0.131], [-0.092, 0.162, -0.217], [0.045, -0.058, 0.195], [-0.009, -0.034, -0.057], [0.021, -0.012, 0.044], [0.030, 0.007, 0.068], [-0.054, -0.032, -0.086], [0.083, 0.063, 0.209], [-0.038, 0.014, -0.238], [-0.062, -0.003, 0.002], [0.059, 0.007, -0.038], [-0.020, -0.015, -0.009], [-0.024, 0.018, 0.042], [0.047, -0.020, -0.018], [-0.057, -0.027, -0.009], [-0.032, 0.038, -0.011], [-0.023, -0.013, -0.048], [0.010, 0.031, -0.035], [-0.021, -0.029, 0.015], [-0.005, -0.018, 0.028], [0.005, -0.019, -0.002], [-0.016, -0.041, 0.037], [-0.013, -0.014, -0.005], [0.020, 0.018, -0.044], [0.012, 0.009, 0.015], [-0.007, -0.013, 0.034], [-0.039, -0.020, -0.042], [-0.017, 0.032, 0.038], [0.007, 0.008, 0.008], [-0.045, 0.000, -0.026], [-0.011, 0.008, 0.001], [0.007, 0.013, 0.009], [0.052, -0.005, 0.015], [0.037, 0.010, -0.034], [0.014, 0.021, -0.010], [0.024, 0.017, 0.015], [0.004, -0.010, 0.019], [-0.012, -0.015, 0.007], [-0.034, -0.017, -0.022], [-0.046, -0.085, -0.020], [0.016, 0.029, 0.073], [0.033, -0.054, -0.048], [-0.010, 0.061, 0.003], [-0.021, 0.022, 0.082], [0.034, 0.054, 0.042], [-0.024, -0.026, -0.063], [-0.019, 0.032, -0.059], [-0.014, 0.026, 0.018], [-0.002, -0.004, -0.036], [0.000, 0.021, -0.004], [-0.004, -0.008, 0.006], [0.000, 0.011, 0.021], [0.006, -0.024, 0.003]], "max_force_ha_per_bohr": 0.006}

---

| no. | orbital gap (eV) | LUMO (eV) |
| --- | --- | --- |
| 1 | 5.80 | 0.58 |
| 2 | 7.01 | -4.27 |
| 3 | 6.60 | -10.59 |
| 4 | 6.48 | 0.26 |